No. 1
The following is a quantum chemistry calculation of a structure of composition C54H40IrN5O4S, from the OMol25 dataset.

Geometry as XYZ:
```
105
Properties=species:S:1:pos:R:3:forces:R:3
Ir 0.022740 0.015441 -2.273388 -0.17 0.11 0.32
C 4.727340 -5.005359 0.356712 -0.01 0.02 -0.05
C 4.971340 -4.993059 -1.008788 0.07 -0.11 0.12
C 4.245540 -4.160059 -1.844988 -0.15 0.07 -0.14
C 3.263740 -3.338259 -1.307588 0.16 -0.22 0.31
C 3.023440 -3.347759 0.070512 0.04 0.02 -0.25
C 3.755040 -4.177959 0.896012 -0.02 -0.04 0.06
C 2.398340 -2.400059 -2.051988 2.14 2.49 0.27
C 2.846240 -1.057359 -2.139488 -1.59 -1.85 -0.04
C 4.204540 -0.664159 -2.060588 1.09 1.97 0.12
C 4.220740 0.707441 -2.144588 1.05 -1.97 0.27
C 2.870140 1.121641 -2.269188 -1.60 1.75 -0.09
C 2.440240 2.472241 -2.288588 2.13 -2.37 0.26
C 3.407040 3.479541 -1.793588 0.17 0.21 0.10
C 4.365340 4.104741 -2.580688 -0.16 -0.06 -0.07
C 5.236040 5.019741 -2.011088 0.08 0.10 0.05
C 5.165840 5.305341 -0.657388 0.00 0.00 -0.02
C 4.219840 4.674241 0.134012 -0.05 0.03 0.04
C 3.340040 3.770041 -0.430188 0.01 -0.05 -0.16
C 1.126040 2.861941 -2.494088 -2.18 1.17 -0.36
N 0.039240 2.037941 -2.612888 0.24 -0.13 0.57
C -1.063860 2.837641 -2.490488 1.12 1.09 -0.21
C -2.374960 2.429641 -2.296588 -1.45 -1.96 0.04
C -3.344860 3.446341 -1.836288 -0.20 0.21 0.07
C -3.321860 3.767741 -0.480188 0.01 -0.07 -0.15
C -4.205060 4.702641 0.025512 -0.04 0.01 0.08
C -5.106360 5.331641 -0.818588 0.00 0.03 -0.01
C -5.119060 5.025241 -2.169888 -0.14 0.05 0.02
C -4.247660 4.077941 -2.680788 0.15 -0.06 0.01
C -2.822160 1.084841 -2.350588 1.81 1.59 0.02
C -4.181860 0.679441 -2.335588 -1.13 -2.04 0.01
C -4.183660 -0.693059 -2.422088 -1.14 2.03 0.20
C -2.825360 -1.098359 -2.475788 1.83 -1.68 -0.14
N -2.007160 -0.006259 -2.428888 -0.32 0.09 -0.09
C -2.387760 -2.444559 -2.548188 -1.56 2.03 0.08
C -1.057960 -2.828159 -2.641188 1.22 -1.00 -0.16
C -0.629260 -4.204959 -2.612988 -0.62 0.68 -0.09
C 0.711440 -4.191659 -2.433188 0.78 0.77 -0.04
C 1.115140 -2.812059 -2.378088 -2.12 -1.23 -0.60
N 0.033740 -2.004359 -2.595388 0.23 0.14 0.60
C -3.384660 -3.498759 -2.254388 -0.13 -0.18 0.13
C -3.564660 -3.807059 -0.906888 0.01 0.00 -0.17
C -4.450660 -4.798059 -0.531988 -0.06 -0.01 0.10
C -5.167060 -5.485459 -1.498288 -0.01 -0.04 0.00
C -4.985560 -5.185559 -2.838588 -0.10 -0.06 0.00
C -4.096260 -4.194359 -3.221788 0.11 0.10 0.03
C -0.659860 4.221041 -2.450688 -0.65 -0.70 -0.05
C 0.692440 4.234341 -2.457088 0.79 -0.79 -0.08
N 2.045340 0.034741 -2.286888 0.31 -0.02 -0.18
H 5.293140 -5.658059 1.002212 0.09 -0.09 0.05
H 5.726140 -5.645459 -1.423188 0.06 0.00 -0.05
H 4.439740 -4.156659 -2.908788 -0.01 0.01 -0.08
H 2.265740 -2.695559 0.479712 -0.12 0.08 0.11
H 3.549240 -4.169959 1.955512 0.05 -0.02 0.12
H 5.031840 -1.338059 -1.972488 0.21 -0.11 0.06
H 5.067040 1.363341 -2.124188 0.19 0.11 -0.01
H 4.427840 3.884841 -3.636688 -0.02 -0.03 -0.10
H 5.969240 5.519841 -2.626288 0.06 0.00 -0.06
H 5.844840 6.017441 -0.216188 0.10 0.08 0.02
H 4.158140 4.889041 1.190212 0.03 0.02 0.08
H 2.599640 3.268041 0.175812 -0.09 -0.03 0.10
H -2.608260 3.270341 0.160812 0.08 -0.03 0.10
H -4.192060 4.934241 1.080312 0.00 0.04 0.07
H -5.796060 6.060541 -0.421388 -0.06 0.07 0.01
H -5.815060 5.521341 -2.828688 -0.07 0.05 -0.06
H -4.252160 3.837741 -3.733488 -0.03 -0.02 -0.13
H -5.022060 1.341241 -2.278988 -0.19 0.12 0.00
H -5.023160 -1.357359 -2.454388 -0.20 -0.11 -0.01
H -1.291160 -5.044959 -2.705488 -0.05 -0.12 0.05
H 1.398840 -5.011059 -2.360888 0.05 -0.20 0.09
H -2.987060 -3.269959 -0.168388 0.03 0.04 0.12
H -4.580460 -5.028659 0.514912 -0.04 -0.05 0.07
H -5.863060 -6.255659 -1.203388 -0.06 -0.08 -0.01
H -5.541760 -5.725359 -3.589588 -0.04 -0.04 -0.08
H -3.949960 -3.966859 -4.267188 0.01 0.04 -0.12
H -1.341560 5.049041 -2.413388 -0.06 0.12 0.02
H 1.364740 5.068741 -2.428888 0.06 0.19 0.05
C -0.458960 2.150741 8.021712 -0.03 0.03 0.08
C 0.008040 1.095041 7.071312 0.06 -0.01 -0.13
C 0.985640 1.369641 6.120412 -0.12 -0.08 0.06
C 1.364840 0.406041 5.203212 0.12 0.01 -0.08
C 0.764040 -0.836559 5.234112 0.38 -0.37 -0.50
C -0.183860 -1.146459 6.190812 -0.11 -0.05 0.15
C -0.553560 -0.180859 7.108712 0.05 -0.03 -0.13
S 1.157240 -2.023259 3.958112 -0.97 -0.21 -0.57
O 1.240040 -3.354059 4.473212 -0.08 -0.14 0.32
O 2.247640 -1.516959 3.176912 0.10 0.28 0.16
N -0.218860 -2.036059 2.982212 0.91 -0.50 0.51
C -0.955160 -0.824959 2.746512 -0.17 0.71 0.14
C -0.053760 0.233041 2.113712 -0.15 -0.02 -0.63
C -0.014560 0.106141 0.589912 -0.11 0.31 1.21
O -0.166460 1.159141 -0.063688 -0.01 0.61 -1.11
O 0.143340 -0.998759 0.044212 0.13 -0.72 -0.87
H 0.143540 3.050941 7.937712 0.01 0.07 0.02
H -0.410660 1.795741 9.048612 0.00 0.00 0.11
H -1.498060 2.408041 7.814412 -0.03 0.06 0.02
H 1.448640 2.344741 6.086312 0.03 0.10 0.05
H 2.129840 0.599941 4.469612 0.09 0.09 -0.11
H -0.612960 -2.135359 6.217912 -0.11 -0.14 0.03
H -1.296160 -0.413759 7.856812 -0.08 -0.03 0.10
H -0.776260 -2.859059 3.144812 0.06 -0.14 0.24
H -1.385360 -0.421859 3.678712 0.08 -0.05 -0.16
H -1.792060 -1.052859 2.079912 0.10 -0.07 0.06
H 0.970040 0.094241 2.466012 -0.13 0.25 -0.06
H -0.397860 1.238441 2.357912 0.07 -0.07 0.00
```
Positions in Å, forces in eV/Å.

Properties
- Charge: +1
- LUMO level (alpha / beta): -4.30 / -6.29 eV
- Orbital gap (alpha / beta): 3.71 / 4.67 eV
- E_tot: -85953.897 eV
- Multiplicity: 6

Results of the Löwdin charge analysis, in e, for atoms 1 through 8: number 1, Ir, carries 1.573; number 2, C, carries -0.065; number 3, C, carries -0.069; number 4, C, carries -0.036; number 5, C, carries -0.217; number 6, C, carries 0.003; number 7, C, carries -0.045; number 8, C, carries -0.033

No. 2
The following is a quantum chemistry calculation of a cluster of 5 separate species, H9O5 in total, from the OMol25 dataset.

Geometry as XYZ:
```
14
Properties=species:S:1:pos:R:3:forces:R:3
O 3.229408 -0.260179 -0.129133 0.09 0.16 -0.17
H 3.704307 0.327567 0.462577 -0.10 0.03 0.03
O 0.032555 -2.070901 -1.545233 -0.16 -0.31 -0.32
H 0.267617 -1.179408 -1.823825 0.07 0.01 0.16
H -0.670321 -1.878686 -0.912143 0.00 0.28 0.00
O 0.734481 -0.538258 0.872000 0.79 0.93 0.34
H 0.728787 -1.419236 1.240714 -0.43 -0.08 -0.17
H 2.278720 -0.180135 0.127961 0.08 -0.34 0.18
O -2.592769 2.649996 0.100503 -0.07 0.23 -0.45
H -1.937950 3.015359 0.698605 0.06 -0.11 0.02
H -2.182708 1.785463 -0.196760 -0.12 -0.14 0.68
O -1.479072 0.249545 -0.032205 0.31 -0.69 0.28
H -1.926620 -0.377196 0.559322 -0.28 0.51 -0.29
H -0.186434 -0.123928 0.577614 -0.24 -0.48 -0.30
```
Positions in Å, forces in eV/Å.

Properties
- Relative energy (zero: lowest compared OMol25 entry of this formula, charge and spin): 51.5 kJ/mol
- Charge: -1
- LUMO level: 4.12 eV
- Orbital gap: 9.02 eV
- E_tot: -10385.041 eV

Results of the natural (NBO) charge analysis, in e, for atoms 1 through 8: number 1, O, carries -0.996; number 2, H, carries 0.445; number 3, O, carries -0.967; number 4, H, carries 0.478; number 5, H, carries 0.484; number 6, O, carries -1.070; number 7, H, carries 0.461; number 8, H, carries 0.514